The following is a DFT calculation (ωB97M-V/def2-TZVPD) of a molecular structure, C16H16CrN2O2S.

Geometry as XYZ:
```
38
C16H16CrN2O2S, DFT ωB97M-V/def2-TZVPD
Cr -0.6095 -0.1570 -1.2193
O -2.5300 -0.2823 -1.0395
C -3.2453 -0.5402 0.0277
C -4.6504 -0.4795 -0.0724
C -5.4649 -0.7375 1.0050
C -4.9256 -1.0742 2.2501
C -3.5591 -1.1439 2.3749
C -2.6965 -0.8864 1.2952
C -1.2799 -0.9869 1.5535
N -0.3672 -0.7816 0.6749
N 0.9558 -0.8958 1.0816
C 1.7472 -0.6275 0.0850
O 1.3488 -0.2899 -1.1140
C 3.2127 -0.7434 0.3037
C 4.0888 -0.4713 -0.7412
C 5.4584 -0.5772 -0.5497
C 5.9613 -0.9553 0.6862
C 5.0891 -1.2294 1.7325
C 3.7214 -1.1247 1.5438
H -5.0714 -0.2276 -1.0375
H -6.5397 -0.6802 0.8832
H -5.5688 -1.2765 3.0950
H -3.1165 -1.4049 3.3298
H -0.9603 -1.2483 2.5610
H 3.6837 -0.1848 -1.7016
H 6.1340 -0.3661 -1.3688
H 7.0304 -1.0384 0.8345
H 5.4786 -1.5269 2.6976
H 3.0326 -1.3366 2.3493
C -2.0955 2.5799 -2.2930
S -0.7579 1.5931 -2.9805
C 0.6794 2.5731 -2.5153
H -1.9089 2.8217 -1.2480
H -2.9879 1.9597 -2.3437
H -2.2328 3.4910 -2.8715
H 0.7231 3.4913 -3.0976
H 1.5547 1.9598 -2.7188
H 0.6682 2.8050 -1.4518
```

For the largest force on an atom, the calculation gives 0.39 eV/Å. The value obtained for the energy relative to the best compared isomer or geometry (same formula, charge and spin) is 0.3 kcal/mol. As for the spin multiplicity: 5.